[1]
This record from OMol25 describes a 9-piece molecular cluster, C28H27Cl16F3O2 overall at a distorted geometry. The level of theory is ωB97M-V/def2-TZVPD.

Each line ends with the Mulliken charge.
Atoms and positions in Å:
C -1.301 -4.443 6.813  -0.60
H -5.827 -2.144 -3.194  0.38
C 0.972 -0.659 -5.388  -0.46
C -1.253 4.384 0.744  -0.97
C -4.237 -0.688 -3.212  0.47
O 0.499 4.339 2.369  -0.56
Cl -1.674 2.322 3.759  -0.06
H 2.314 -0.534 -1.772  0.03
C 3.081 -0.129 -4.392  -0.24
H -0.481 -6.093 7.925  0.38
C -0.736 1.930 5.196  0.24
C 0.512 0.394 -0.998  0.17
Cl 6.352 0.769 -2.371  -0.08
O -4.336 -0.373 -4.371  -0.55
Cl 5.573 -1.342 -0.576  -0.08
C 6.935 -0.426 -1.210  0.35
Cl -1.374 0.446 5.929  -0.05
H 2.878 -1.558 0.393  0.26
H 0.063 -1.246 -5.425  0.43
Cl 8.046 -1.529 -2.029  -0.10
C 2.187 1.277 -6.152  -0.67
H 1.864 -1.852 -3.886  0.39
Cl -4.199 -3.113 1.379  -0.12
H -1.820 -2.770 5.546  0.19
C -0.283 0.585 0.111  -0.15
H 2.306 2.137 -6.796  0.45
H -1.263 1.044 0.047  0.44
C 2.056 -0.863 0.302  -0.62
C 1.288 -4.025 5.913  -0.56
H 2.203 3.964 0.557  0.31
Cl 7.777 0.386 0.099  -0.10
H 1.086 4.558 -0.739  0.32
H -2.491 -1.201 -2.108  0.37
C 1.278 -0.635 1.437  -0.97
C -0.294 -5.297 7.218  -0.57
C -5.350 -1.442 -2.517  -0.96
Cl -2.006 2.032 -5.323  -0.05
Cl 0.946 1.650 4.736  -0.09
C -3.895 -1.611 2.238  0.25
H 3.883 -0.237 -3.670  0.29
H 0.288 0.658 -6.925  0.53
C 1.004 -5.065 6.775  -0.28
H -2.337 0.276 -3.000  -0.14
H 1.085 2.875 -0.142  -0.16
H -1.928 4.178 1.569  0.20
C 3.164 0.960 -5.245  0.61
F 0.070 0.825 -2.194  -0.10
H 2.282 -3.875 5.512  0.41
C 0.147 0.160 1.354  -0.02
C 1.684 -0.317 -0.919  0.37
C 0.259 -3.179 5.543  0.72
H -1.441 3.727 -0.105  0.20
H 1.546 -1.123 2.367  0.49
C 1.093 0.427 -6.239  -0.45
H -0.502 0.285 2.208  0.16
Cl -0.833 3.252 6.350  -0.11
Cl -2.440 -1.757 3.219  0.01
C -3.042 -0.298 -2.401  0.06
C -1.047 3.507 -5.137  0.21
H -3.303 0.222 -1.479  -0.04
Cl -5.263 -1.203 3.268  -0.11
Cl 0.151 3.265 -3.866  -0.02
C 1.194 3.931 0.143  -0.58
H -6.095 -0.715 -2.183  0.26
F 4.275 1.727 -5.168  -0.33
C -1.032 -3.390 5.947  -0.25
F 0.537 -2.159 4.701  -0.09
H 1.766 -5.770 7.087  0.35
Cl -0.243 3.913 -6.640  -0.09
Cl -3.664 -0.306 1.052  -0.12
H -2.334 -4.582 7.109  0.36
H -1.354 5.420 0.414  0.38
H -4.993 -1.963 -1.626  0.17
C 0.184 4.223 1.212  0.87
C 1.979 -0.954 -4.481  -0.47
Cl -2.137 4.824 -4.659  -0.12

Atomic forces in eV per Å
-0.45 0.08 -0.28
-0.02 0.04 -0.11
-0.15 0.08 -0.24
0.55 -0.15 0.07
-0.40 0.13 0.15
-0.01 0.01 0.28
-0.23 -0.02 -0.03
-0.30 0.27 -0.18
0.36 0.38 0.01
-0.11 -0.09 -0.10
0.19 -0.21 -0.02
-0.36 -0.25 0.02
-0.07 0.06 -0.04
0.04 -0.02 -0.41
-0.15 -0.07 0.09
0.12 0.03 -0.24
-0.05 0.06 0.06
0.21 0.18 -0.21
0.12 -0.17 -0.02
0.05 -0.07 -0.03
0.06 -0.13 -0.44
0.19 0.16 0.25
-0.04 -0.14 -0.03
-0.03 0.07 0.24
-0.41 0.57 0.31
-0.04 0.01 0.01
0.16 0.21 -0.31
-0.77 0.00 0.63
0.24 0.15 -0.03
-0.05 0.43 -0.02
0.04 0.07 0.17
-0.04 0.02 -0.06
-0.23 -0.01 0.16
0.54 -0.06 0.03
0.22 0.38 0.29
0.20 -0.04 0.35
0.01 0.04 -0.05
0.01 0.05 -0.01
0.09 0.29 -0.05
-0.04 -0.32 -0.06
0.06 -0.01 -0.06
-0.19 -0.61 0.10
-0.22 0.24 0.04
-0.28 0.25 -0.21
-0.13 0.11 -0.01
0.24 -0.21 0.38
0.08 0.05 -0.04
0.00 0.09 0.08
-0.20 -0.86 -0.19
0.95 -0.58 -0.01
0.42 -0.26 -0.23
-0.13 0.06 -0.02
-0.01 0.18 0.04
-0.30 0.30 0.21
0.09 0.13 0.06
-0.01 0.06 0.05
0.03 -0.01 -0.11
0.81 -0.34 -0.04
-0.25 -0.12 0.38
-0.09 0.03 -0.15
-0.10 -0.05 0.06
0.05 0.07 -0.03
0.56 -0.77 0.20
-0.01 0.01 -0.06
-0.08 0.12 0.02
-0.28 0.10 0.00
-0.09 0.02 -0.04
0.17 0.21 -0.09
0.04 0.08 -0.25
-0.04 -0.06 0.16
0.10 -0.15 0.15
-0.19 -0.01 -0.02
-0.01 0.01 -0.07
-0.19 0.14 -0.28
-0.37 -0.24 -0.11
0.07 0.03 -0.07

Output
2S+1: 1
Kohn-Sham gap, eV: 9.337
E_tot, Ha: -8896.23001
M, u: 1019.76
SMILES string: ClC(Cl)(Cl)Cl.ClC(Cl)(Cl)Cl.ClC(Cl)(Cl)Cl.ClC(Cl)(Cl)Cl.Fc1ccccc1.Fc1ccccc1.Fc1ccccc1.CC(C)=O.CC(C)=O

[2]
This record from OMol25 describes C28H27Cl2CrN10O4S2 as an isolated structure. The level of theory is ωB97M-V/def2-TZVPD.

Each line ends with the Mulliken spin population.
Atoms and positions in Å:
H 5.385 1.085 2.067  0.00
C -4.013 -0.367 1.534  0.01
H 0.787 2.944 4.252  0.00
C -2.870 -0.324 2.330  -0.01
N 3.203 -0.433 1.241  0.00
N 0.269 -2.690 0.094  0.00
H -1.094 2.308 -6.479  0.00
H 3.826 -0.416 3.225  0.00
H 6.038 -1.355 0.348  0.00
N -1.496 0.107 0.427  -0.09
N 4.748 0.145 -0.390  0.01
H 2.299 4.091 1.817  0.00
H -4.994 -0.423 4.184  0.00
C 3.458 -0.102 -0.053  -0.01
N 0.908 1.436 0.992  -0.08
C 5.840 -0.287 0.482  0.00
H -0.750 -0.084 2.350  0.00
O -8.433 -2.932 -0.107  0.00
C 5.502 0.007 1.929  0.00
H 4.413 -1.792 2.295  0.00
H -0.814 -1.674 -4.899  0.00
H 0.586 4.296 2.145  0.00
S -0.077 1.992 -1.709  -0.08
C -0.989 0.255 -5.846  0.00
Cl -0.227 -1.161 -2.214  -0.03
H 6.730 0.257 0.174  0.00
C 3.954 1.218 -2.428  0.00
C 1.433 3.624 2.285  0.00
C 2.802 0.249 -2.308  0.01
H 5.935 1.354 -1.587  0.00
H -2.465 0.266 -1.394  0.00
O 0.704 -1.601 0.709  0.00
H 2.347 -0.965 1.340  0.01
Cl -0.564 3.866 -4.222  0.00
C 4.220 -0.722 2.255  0.00
C -0.419 1.322 -3.292  0.01
C -2.602 0.076 -0.338  0.02
H -2.921 -0.495 3.397  0.00
O -8.248 -0.638 -0.928  0.00
C 1.684 3.334 3.772  0.00
C -5.702 -0.663 3.399  0.00
C 0.596 -4.910 -0.563  0.00
N 2.444 0.020 -0.901  -0.09
C -7.020 -0.981 3.695  0.00
O -9.997 -1.218 0.676  0.00
C -0.493 -0.044 -3.547  0.01
N -7.931 -1.240 2.768  0.00
C -0.768 -0.598 -4.781  0.00
C -0.923 1.626 -5.656  0.00
H -4.729 -0.185 -0.476  0.00
H 4.199 1.410 -3.472  0.00
H 3.060 -0.701 -2.788  0.00
H 5.552 -0.213 -2.296  0.00
C -0.641 2.147 -4.404  0.01
C -5.376 -0.658 2.058  0.00
H 1.942 0.650 -2.826  0.00
C -3.858 -0.153 0.169  -0.01
N 3.417 -3.730 1.162  0.00
C 2.369 -3.713 0.696  0.00
N -6.267 -0.906 1.113  0.00
C -7.526 -1.175 1.487  0.00
C 1.144 2.408 1.533  0.11
H 6.304 -0.339 2.580  0.00
C 5.140 0.618 -1.716  0.00
H -1.217 -0.149 -6.823  0.00
H 2.489 2.610 3.899  0.00
H 1.968 4.258 4.270  0.00
S -8.694 -1.523 0.133  0.00
C 1.046 -3.713 0.110  0.00
N 0.288 -5.868 -1.118  0.00
C -1.648 -0.090 1.748  0.02
H 3.668 2.164 -1.962  0.00
Cr 0.423 0.114 -0.345  3.17
H -7.356 -1.025 4.727  0.00

Atomic forces in eV per Å
0.02 -0.01 -0.01
-0.01 -0.06 0.09
0.03 0.01 -0.03
-0.13 0.03 0.07
0.05 -0.07 0.05
-0.21 0.31 0.00
0.01 -0.04 0.06
-0.02 0.01 0.01
0.00 -0.03 -0.02
-0.25 -0.22 0.15
0.08 -0.04 -0.09
0.04 0.02 -0.02
-0.06 -0.05 -0.06
0.11 0.10 -0.02
0.11 0.30 0.40
-0.06 0.07 -0.02
0.04 -0.03 -0.05
0.09 0.08 0.13
-0.02 0.02 -0.04
-0.04 -0.15 -0.01
-0.01 0.06 0.01
-0.02 0.02 -0.01
0.11 -0.10 0.08
-0.02 0.02 -0.07
-0.15 -0.44 -0.48
0.04 0.02 -0.04
0.01 0.06 0.06
0.03 -0.06 0.01
-0.03 -0.12 0.10
0.04 0.02 0.03
0.02 -0.01 0.02
0.28 0.06 -0.12
-0.07 -0.06 -0.02
0.00 -0.03 0.02
-0.10 0.18 -0.11
-0.02 0.04 0.12
0.14 0.22 -0.02
0.01 0.01 -0.03
0.09 0.01 0.16
-0.03 -0.06 -0.06
0.05 0.03 0.28
0.11 0.15 0.07
-0.11 0.02 0.13
-0.12 -0.02 -0.05
0.11 0.03 0.10
0.02 0.13 -0.01
0.13 0.04 -0.40
-0.01 -0.16 0.02
-0.01 0.06 -0.04
0.06 -0.01 0.06
0.00 0.01 -0.01
0.01 -0.06 0.00
0.02 -0.05 -0.01
-0.02 -0.02 -0.03
0.12 0.05 -0.23
-0.12 0.01 -0.03
-0.09 0.01 -0.11
0.16 0.07 0.00
-0.41 -0.01 0.01
-0.60 -0.13 0.05
0.48 0.09 0.41
0.09 0.54 0.58
-0.01 0.02 0.02
-0.02 0.00 0.11
0.01 0.02 0.03
-0.01 0.03 -0.01
-0.01 0.00 0.00
-0.28 -0.12 -0.36
0.15 -0.32 -0.06
0.02 0.11 0.08
0.00 -0.04 -0.15
0.01 0.04 -0.04
0.18 -0.62 -0.62
-0.01 0.00 -0.03

Output
2S+1: 4
Kohn-Sham gap (alpha / beta), eV: 5.524 / 5.452
E_tot, Ha: -4692.92381
M, u: 754.63

[3]
This record from OMol25 describes C28H27CrN3O7PS3 as an isolated structure. The level of theory is ωB97M-V/def2-TZVPD.

Each line ends with the Mulliken spin population.
Atoms and positions in Å:
C -3.095 1.180 0.665  0.00
C 3.970 1.227 -3.321  0.00
H -3.398 0.173 0.369  0.00
H -1.776 -0.622 -2.477  0.00
N 0.978 -0.780 1.364  -0.06
C 3.215 -0.098 4.555  0.00
H -0.669 -2.458 -3.228  0.00
P 0.465 -0.183 -1.737  -0.08
C 1.748 0.865 -2.466  -0.01
H 3.286 -4.083 -0.759  0.00
N 5.295 -0.796 -0.121  0.00
H -0.063 -4.821 -3.331  0.00
H 2.297 4.159 -3.056  0.00
C 0.548 -4.140 -2.754  0.00
H -0.709 -0.254 -3.867  0.00
C -0.276 -4.827 1.100  0.00
O 0.440 2.115 0.656  0.00
S 3.159 0.788 0.887  0.01
Cr -0.303 0.333 0.490  3.06
C 2.987 0.365 -2.853  -0.01
C 2.489 3.096 -3.012  0.00
C -1.657 2.961 -0.112  0.00
H -2.641 -3.067 -0.555  0.00
H -2.396 3.500 0.481  0.00
H -2.985 1.210 3.892  0.00
C 2.157 -0.439 2.054  0.03
N 0.610 -2.128 1.418  0.00
C -1.880 -6.300 0.068  0.00
H 4.782 -0.165 3.043  0.00
C -2.123 -3.934 -0.168  0.00
C -0.967 0.011 -2.842  0.00
H 1.909 -5.659 -2.098  0.00
H 2.811 -0.779 5.302  0.00
H -2.223 -7.308 -0.133  0.00
C 2.077 -2.392 -1.239  -0.01
C 1.653 -4.608 -2.060  0.00
H 4.494 3.258 -3.759  0.00
C 3.723 2.588 -3.402  0.00
C 4.409 -0.186 0.302  0.00
H -3.469 -5.357 -1.040  0.00
H -3.939 1.863 0.585  0.00
H 3.196 -0.695 -2.785  0.00
C -0.502 -2.339 0.812  0.02
C 1.511 2.237 -2.541  0.00
O -1.217 -1.344 0.279  0.02
H 4.933 0.829 -3.610  0.00
H -1.686 3.350 -1.130  0.00
C 0.966 -1.911 -1.929  0.01
H 4.814 -1.524 4.177  0.00
O -1.423 0.713 2.273  0.00
H 3.723 0.727 5.054  0.00
O 0.847 -4.712 1.833  0.00
C -2.567 1.074 2.079  0.01
H 0.561 2.647 -2.214  0.00
C -0.261 3.188 0.466  0.01
S 3.145 -1.852 2.532  0.00
H 2.664 -1.725 -0.627  0.00
O -2.022 1.555 -0.189  -0.02
H -0.184 -6.949 1.229  0.00
C -2.582 -5.210 -0.440  0.00
O -3.421 1.367 3.036  0.00
C -0.743 -6.113 0.830  0.00
H -1.300 1.048 -2.818  0.00
C -0.978 -3.717 0.598  -0.02
S 1.844 0.569 3.573  0.01
H 1.055 -3.751 1.908  0.00
C 2.425 -3.731 -1.311  0.01
C 0.208 -2.796 -2.694  0.00
C 4.162 -0.848 3.623  0.00
O 0.079 4.331 0.658  0.01

Atomic forces in eV per Å
-0.01 0.05 0.01
-0.02 0.00 0.00
-0.04 0.01 -0.02
-0.02 0.02 0.00
0.04 -0.21 0.11
0.14 0.01 0.01
0.00 0.01 -0.02
0.00 0.10 -0.03
0.10 -0.03 0.04
-0.01 -0.01 0.00
0.00 -0.03 -0.03
0.00 -0.01 0.00
-0.01 0.00 0.00
0.02 0.03 0.02
-0.02 -0.02 -0.01
0.09 0.00 0.02
-0.07 0.25 0.02
0.08 -0.01 0.13
0.02 0.09 -0.28
0.02 -0.01 -0.07
0.00 -0.05 0.00
-0.28 -0.07 -0.12
-0.01 -0.01 0.00
0.03 0.03 0.01
-0.04 0.01 -0.01
-0.13 0.04 -0.29
0.25 0.46 0.11
-0.02 -0.03 -0.02
-0.01 0.00 -0.01
-0.06 -0.02 -0.01
0.02 0.02 -0.08
0.00 0.00 0.01
-0.01 0.02 0.02
0.00 0.00 0.00
-0.03 0.00 0.01
0.00 -0.02 -0.03
0.00 0.00 0.00
0.00 0.00 0.02
-0.15 0.04 0.04
-0.01 0.00 0.00
0.02 0.03 0.00
0.00 0.04 -0.02
-0.50 -0.12 -0.39
-0.01 0.04 0.01
0.17 -0.20 0.31
0.00 0.00 0.01
0.01 0.02 0.00
-0.06 -0.02 -0.11
-0.02 0.01 0.01
-0.16 0.20 0.28
0.02 -0.01 -0.01
-0.11 0.02 -0.03
0.08 -0.12 -0.20
0.02 -0.01 0.01
0.31 -0.28 0.10
0.07 -0.12 -0.01
0.05 0.03 0.05
0.13 -0.21 0.17
0.00 -0.01 0.00
0.08 0.02 0.04
0.05 -0.09 0.05
0.00 0.02 -0.02
0.03 0.01 0.01
0.03 0.06 0.09
-0.11 0.04 -0.08
0.05 -0.03 0.00
-0.01 0.03 0.03
0.00 -0.05 0.04
0.03 -0.03 0.13
-0.01 0.09 -0.02

Output
2S+1: 4
Kohn-Sham gap (alpha / beta), eV: 6.937 / 7.250
E_tot, Ha: -4354.61641
Energy above the lowest of the compared OMol25 structures with the same formula, charge and spin, kJ/mol: 0.0
M, u: 696.71